1.
This record from the Open Molecules 2025 dataset describes a cluster of 2 separate species, C6H16NS in total in a non-equilibrium geometry. The level of theory is the ωB97M-V functional and the def2-TZVPD basis.

orbital gap (alpha / beta) = 7.176 / 9.090 eV
E = -18795.383 eV
total charge = +1
energy relative to the best compared isomer or geometry (same formula, charge and spin) = 5.2775 eV
lowest unoccupied orbital energy (alpha / beta) = -4.347 / -3.062 eV
spin multiplicity = 1

Each line ends with the natural charge from an NBO analysis.
Positions of all 24 atoms, in Å:
S 0.96565 -0.86541 -1.81113  0.130
N -0.08003 1.07590 -0.25907  -0.285
C -1.34138 0.68229 -0.94859  -0.433
C 1.06672 0.07027 -0.37555  -0.245
C 0.32317 2.37775 -0.94932  -0.414
C 0.03419 -1.93079 1.59425  -0.265
C 0.39533 -2.96761 0.62279  -0.721
C -0.33066 1.31361 1.17258  -0.445
H 1.49985 -2.93639 0.23763  0.211
H -1.76933 -0.19087 -0.44321  0.245
H 2.07660 0.36424 -0.08008  0.234
H 0.77604 -1.40998 2.09940  0.177
H -1.26701 0.50632 -2.08189  0.259
H -1.34645 1.78172 1.44297  0.252
H 0.32833 2.11081 1.56708  0.240
H -0.50065 3.03787 -0.92643  0.228
H -0.99977 -1.55205 1.63312  0.177
H -0.27053 -3.14624 -0.20099  0.234
H 2.00553 -1.66523 -1.49363  0.174
H -0.13189 0.36191 1.66714  0.258
H 1.10525 2.84095 -0.36528  0.229
H 0.38214 -4.00390 1.03003  0.263
H -1.99359 1.61866 -0.86748  0.238
H 0.83824 2.24011 -1.97843  0.259

***

2.
This record from the Open Molecules 2025 dataset describes a cluster of 15 separate species, C18H38Cl28FO7PS in total in a non-equilibrium geometry. The level of theory is the ωB97M-V functional and the def2-TZVPD basis.

orbital gap = 10.643 eV
E = -407083.135 eV
lowest unoccupied orbital energy = 0.111 eV
spin multiplicity = 1

Each line ends with the Löwdin charge.
Positions of all 94 atoms, in Å:
Cl 2.26962 5.87392 -0.42928  0.570
Cl 6.63466 -0.36293 7.19891  0.505
Cl 7.40353 -1.20088 4.49622  0.480
Cl -9.04969 0.82261 0.54620  0.536
Cl 1.99631 -0.50560 3.35453  0.497
Cl 4.37712 -4.57745 2.86243  0.553
Cl -1.44050 -0.21843 -7.94173  0.538
Cl 3.98130 1.46541 -3.90653  0.495
Cl -4.90897 -3.92938 -0.22944  0.551
Cl -4.46409 0.03896 1.20137  0.609
Cl -5.00444 -4.01882 2.70582  0.555
Cl 1.13851 2.69087 -8.22897  0.514
Cl 1.54599 3.77721 -2.33395  0.536
Cl -1.01664 -1.50310 6.06476  0.503
Cl 4.13012 1.20681 -0.97082  0.500
Cl -2.08037 0.79254 -5.26988  0.587
Cl 5.76598 -2.42431 -1.04890  0.545
Cl 1.82727 -3.21759 4.45656  0.488
Cl 1.35287 -6.31564 5.56339  0.471
Cl 1.34960 2.57003 -5.31050  0.468
Cl 5.71433 -6.67137 1.31005  0.522
Cl 5.73742 8.39380 1.18330  0.501
Cl 7.41457 -1.57578 1.24121  0.506
Cl 6.69848 5.62509 1.08139  0.501
Cl -1.80470 -0.68802 2.09343  0.583
Cl -1.23124 -4.12022 7.36589  0.500
Cl 2.66643 -8.45719 4.03884  0.503
Cl -7.42374 3.25434 0.60889  0.544
S -5.87062 0.93426 -2.69023  0.478
P -0.82754 0.61924 -1.33415  0.254
F 0.48434 -1.32723 -1.36853  -0.044
O -6.71963 1.80590 -3.37388  -0.249
O -0.16340 0.71985 -2.72090  -0.117
O -5.06341 0.10634 -3.43910  -0.235
O -2.11073 0.02150 -1.45330  -0.184
O -6.75992 0.04382 -1.74592  -0.170
O 0.14877 -0.34731 -0.46211  -0.130
O -0.82948 2.03064 -0.73159  -0.160
C 1.06106 4.67013 -0.88962  -0.998
C 1.33876 -2.13864 3.15214  -1.029
C -4.92436 1.85712 -1.54210  -0.285
C 5.69291 6.85693 0.31014  -1.041
C 7.31431 -1.74566 -0.51294  -0.987
C 2.78083 -6.79318 4.63021  -1.069
C 6.21644 -0.33655 5.48121  -1.016
C 4.09695 0.35947 -2.52364  -1.022
C -0.88397 -2.40092 7.58078  -1.018
C -4.18735 2.97558 -2.22756  -0.176
C -2.68490 2.92059 -2.09532  -0.166
C 5.77185 -4.99139 1.85351  -1.005
C -2.57669 0.73021 -6.96562  -0.967
C 1.27802 1.64346 -6.81351  -1.020
C -3.38577 -1.30313 1.60003  -0.999
C -8.85004 2.45971 -0.08422  -0.983
C -4.83847 -4.95276 1.20857  -0.980
C -2.15706 2.64542 -0.71348  -0.160
H 6.67017 -4.84553 2.43848  0.025
H -3.88401 -5.46132 1.22789  0.028
H -6.39955 0.05223 -0.83876  0.043
H -3.55169 0.26560 -7.02493  0.029
H -2.80360 2.06549 -0.08949  0.081
H -3.25615 -1.91969 0.71762  -0.008
H 0.25937 -2.07548 3.14429  -0.046
H 4.67191 6.50130 0.29317  -0.059
H -1.59450 -1.99055 8.28558  0.022
H 2.87062 -6.12537 3.77527  -0.083
H 0.12695 -2.29699 7.95255  0.025
H -2.01459 3.57704 -0.21653  0.121
H 6.18172 0.69275 5.15011  0.026
H 0.94261 3.96692 -0.07588  0.024
H 8.10296 -2.41286 -0.83445  0.026
H -2.32189 3.88901 -2.37250  0.116
H 5.00916 -0.21062 -2.61577  -0.024
H -3.82301 -1.88123 2.40434  -0.051
H 2.18045 1.05173 -6.90433  0.029
H 5.25466 -0.81111 5.35238  0.016
H 0.12651 5.17807 -1.09147  0.025
H 5.77130 -4.34326 0.98694  -0.039
H -5.64386 2.24246 -0.85317  0.021
H -5.65114 -5.66504 1.16351  0.024
H 0.40242 1.00664 -6.75952  -0.072
H -4.59074 3.91831 -1.93402  0.118
H -8.72956 2.41098 -1.16045  0.024
H 3.23640 -0.29765 -2.54030  0.021
H 0.01236 1.65917 -2.92289  0.018
H -2.60687 1.73795 -7.35911  0.030
H 1.70684 -2.54073 2.21658  0.023
H -4.30585 1.15287 -1.02979  0.011
H 6.05740 7.02037 -0.69516  0.027
H 3.65252 -6.71156 5.26598  0.026
H 7.43610 -0.77002 -0.96589  0.025
H -2.30425 2.24473 -2.83100  0.063
H -4.39818 2.89790 -3.27269  0.105
H -9.72363 3.03927 0.18136  0.024